ORCA calculation (ωB97M-V/def2-TZVPD) on a cluster of 13 separate species, C52H104O26S13 in total in a non-equilibrium geometry.

XYZ file:
```
195
Properties=species:S:1:pos:R:3:lowdin_charge:R:1
C -6.911 0.209 -2.635 -0.215
C -5.697 -0.418 -3.329 -0.190
C -4.402 -0.062 -2.555 -0.204
S -4.989 0.703 -1.024 0.660
O -4.981 2.137 -1.184 -0.314
O -4.362 0.128 0.145 -0.327
C -6.673 0.124 -1.140 -0.221
H -7.842 -0.252 -2.960 0.118
H -6.956 1.269 -2.898 0.115
H -5.600 -0.023 -4.339 0.112
H -5.722 -1.506 -3.364 0.109
H -3.767 0.714 -2.978 0.086
H -3.895 -0.948 -2.182 0.058
H -7.260 0.747 -0.467 0.112
H -6.685 -0.892 -0.739 0.106
C -2.259 -3.683 -5.547 -0.215
C -2.431 -2.159 -5.514 -0.198
C -1.149 -1.629 -6.155 -0.217
S 0.183 -2.695 -5.610 0.669
O 0.881 -2.104 -4.503 -0.312
O 0.934 -3.141 -6.757 -0.315
C -0.874 -4.025 -5.005 -0.210
H -2.282 -3.992 -6.597 0.120
H -3.067 -4.198 -5.029 0.114
H -2.483 -1.764 -4.497 0.108
H -3.300 -1.851 -6.090 0.116
H -0.851 -0.617 -5.880 0.084
H -1.163 -1.683 -7.244 0.109
H -0.855 -4.019 -3.914 0.093
H -0.517 -4.992 -5.352 0.108
C 0.504 1.155 6.082 -0.184
C 0.289 2.631 6.548 -0.200
C -0.360 3.381 5.402 -0.229
S 0.448 2.778 3.931 0.692
O 1.641 3.533 3.685 -0.303
O -0.528 2.530 2.889 -0.338
C 0.871 1.162 4.617 -0.219
H -0.470 0.684 6.234 0.096
H 1.250 0.734 6.750 0.120
H 1.251 3.095 6.775 0.114
H -0.309 2.608 7.456 0.114
H -0.262 4.465 5.439 0.110
H -1.432 3.183 5.323 0.102
H 1.907 0.943 4.360 0.108
H 0.259 0.479 4.030 0.051
C 5.238 -1.048 -5.740 -0.212
C 6.147 -0.964 -4.503 -0.201
C 5.814 -2.168 -3.648 -0.228
S 4.053 -2.458 -3.771 0.674
O 3.377 -1.748 -2.712 -0.336
O 3.822 -3.859 -4.024 -0.316
C 3.860 -1.484 -5.285 -0.212
H 5.629 -1.645 -6.567 0.117
H 5.187 -0.051 -6.188 0.114
H 5.796 -0.083 -3.958 0.092
H 7.190 -0.888 -4.793 0.121
H 6.289 -2.319 -2.682 0.112
H 6.177 -3.072 -4.164 0.109
H 3.299 -0.620 -4.919 0.098
H 3.205 -1.995 -5.984 0.087
C -0.807 5.028 -5.305 -0.206
C -1.119 4.770 -3.816 -0.224
C -0.198 3.630 -3.392 -0.223
S -0.455 2.457 -4.717 0.644
O -1.700 1.764 -4.515 -0.316
O 0.736 1.665 -4.910 -0.326
C -0.612 3.696 -6.016 -0.206
H 0.087 5.648 -5.375 0.117
H -1.615 5.653 -5.685 0.117
H -2.170 4.571 -3.610 0.117
H -0.854 5.663 -3.246 0.116
H -0.456 3.118 -2.466 0.092
H 0.831 3.982 -3.440 0.108
H -1.428 3.367 -6.658 0.107
H 0.317 3.646 -6.579 0.104
C -4.788 0.400 4.742 -0.204
C -3.909 0.239 3.506 -0.210
C -2.626 -0.420 3.947 -0.208
S -3.151 -1.659 5.153 0.669
O -2.279 -1.641 6.292 -0.320
O -3.418 -2.932 4.518 -0.326
C -4.716 -0.867 5.553 -0.220
H -5.798 0.751 4.539 0.122
H -4.373 1.247 5.306 0.123
H -3.757 1.177 2.985 0.093
H -4.403 -0.404 2.767 0.106
H -2.085 0.287 4.588 0.091
H -1.900 -0.887 3.285 0.083
H -4.678 -0.806 6.642 0.104
H -5.509 -1.599 5.391 0.106
C -1.213 0.262 -0.925 -0.247
C -0.084 -0.425 -1.682 -0.175
C 0.825 -1.022 -0.600 -0.195
S 0.676 0.087 0.824 0.707
O 1.812 0.936 1.063 -0.304
O 0.080 -0.656 1.920 -0.332
C -0.650 1.109 0.166 -0.217
H -1.943 -0.418 -0.469 0.087
H -1.884 0.766 -1.631 0.098
H 0.454 0.332 -2.258 0.112
H -0.557 -1.166 -2.320 0.096
H 1.889 -1.059 -0.820 0.073
H 0.400 -1.981 -0.318 0.090
H -0.066 1.944 -0.255 0.098
H -1.276 1.559 0.926 0.075
C 0.943 -2.493 4.403 -0.213
C 0.772 -3.520 3.294 -0.227
C 1.943 -4.477 3.455 -0.231
S 2.041 -4.779 5.226 0.673
O 3.411 -4.726 5.659 -0.323
O 1.237 -5.935 5.545 -0.330
C 1.141 -3.276 5.691 -0.209
H 0.083 -1.834 4.478 0.088
H 1.856 -1.919 4.225 0.129
H 0.781 -3.061 2.307 0.078
H -0.189 -4.041 3.387 0.115
H 2.819 -3.870 3.217 0.102
H 1.946 -5.439 2.954 0.090
H 1.606 -2.808 6.557 0.107
H 0.187 -3.619 6.104 0.102
C 1.669 -6.253 -0.202 -0.196
C 0.836 -5.077 -0.734 -0.214
C 1.814 -4.198 -1.501 -0.228
S 3.166 -4.021 -0.335 0.676
O 2.752 -3.103 0.703 -0.305
O 4.454 -3.882 -0.947 -0.312
C 3.035 -5.714 0.239 -0.212
H 1.740 -7.046 -0.947 0.115
H 1.197 -6.770 0.638 0.110
H 0.353 -4.543 0.087 0.101
H 0.085 -5.420 -1.447 0.104
H 1.521 -3.234 -1.906 0.076
H 2.280 -4.746 -2.327 0.104
H 3.313 -5.789 1.288 0.091
H 3.830 -6.260 -0.272 0.105
C 4.266 4.583 2.356 -0.231
C 5.220 5.537 3.089 -0.196
C 5.210 5.086 4.548 -0.214
S 5.038 3.288 4.492 0.674
O 3.911 2.808 5.257 -0.338
O 6.312 2.652 4.723 -0.329
C 4.629 3.163 2.729 -0.213
H 4.424 4.742 1.289 0.075
H 3.228 4.806 2.594 0.099
H 4.820 6.548 3.025 0.114
H 6.224 5.460 2.675 0.122
H 4.298 5.389 5.065 0.103
H 6.103 5.305 5.126 0.102
H 3.827 2.430 2.661 0.087
H 5.506 2.744 2.238 0.092
C 3.899 1.522 -1.921 -0.201
C 3.207 2.711 -1.262 -0.220
C 4.058 3.968 -1.449 -0.201
S 5.757 3.351 -1.343 0.671
O 6.342 3.548 -0.046 -0.313
O 6.480 3.822 -2.494 -0.323
C 5.367 1.609 -1.523 -0.206
H 3.770 1.517 -3.006 0.118
H 3.469 0.608 -1.515 0.095
H 3.080 2.545 -0.188 0.095
H 2.183 2.850 -1.615 0.096
H 3.906 4.696 -0.661 0.084
H 3.916 4.329 -2.466 0.101
H 5.503 1.144 -0.546 0.114
H 6.071 1.137 -2.203 0.089
C -3.422 5.404 -0.073 -0.206
C -2.685 4.101 0.278 -0.232
C -3.370 3.510 1.486 -0.233
S -3.680 4.944 2.537 0.672
O -2.606 5.219 3.451 -0.315
O -5.037 4.887 3.029 -0.331
C -3.618 6.183 1.221 -0.216
H -4.408 5.212 -0.502 0.118
H -2.833 5.932 -0.823 0.106
H -1.648 4.319 0.566 0.123
H -2.624 3.448 -0.592 0.098
H -2.784 2.848 2.121 0.061
H -4.326 3.070 1.206 0.096
H -2.804 6.870 1.454 0.103
H -4.531 6.765 1.318 0.100
C -3.555 -5.576 0.796 -0.182
C -2.917 -4.457 1.646 -0.221
C -3.336 -3.114 1.088 -0.198
S -3.477 -3.405 -0.699 0.673
O -2.382 -2.800 -1.423 -0.331
O -4.847 -3.101 -1.050 -0.323
C -3.189 -5.165 -0.635 -0.227
H -4.636 -5.569 0.931 0.121
H -3.032 -6.488 1.070 0.120
H -1.825 -4.525 1.657 0.104
H -3.197 -4.570 2.695 0.103
H -2.628 -2.298 1.209 0.097
H -4.342 -2.843 1.402 0.108
H -2.109 -5.325 -0.671 0.080
H -3.601 -5.667 -1.508 0.110
```

Output
DFT total energy	-9176.34345	Eh
HOMO	-9.551	eV
maximum force	2.4	eV/Å
HOMO-LUMO gap	0.3446	hartree
energy relative to the best compared isomer or geometry (same formula, charge and spin)	0.0	kJ/mol